# 1
{
  "formula": "C3H4O3S",
  "method": "ωB97M-V/def2-TZVPD",
  "lumo_ha": [0.0144, -0.0193],
  "de_lowest_kj_mol": 455.1,
  "molar_mass_da": 120.13,
  "multiplicity": 1,
  "homo_lumo_gap_ev": [8.6, 6.8],
  "symbols": ["C", "C", "H", "O", "H", "H", "H", "C", "O", "S", "O"],
  "positions_angstrom": [[0.29124, 0.80998, -0.26339], [1.10823, -2.22413, -0.33566], [1.33021, 0.99216, -0.40107], [-0.12068, 0.26396, 0.85407], [-1.78800, 1.16634, -1.05394], [-0.40308, 1.29333, -2.24249], [-0.92462, -0.33669, -1.40752], [-0.76179, 0.82058, -1.32597], [-0.62247, -0.46418, 3.10812], [0.50900, -0.10362, 2.30877], [1.38195, -2.21774, 0.75910]],
  "atomic_forces_ev_per_a": [[-0.7412, 0.7707, -0.6828], [0.1131, 0.0024, 0.2753], [0.6020, 0.2213, -0.1765], [-0.8215, -0.3001, 0.9391], [1.0364, 0.2509, 0.1513], [-0.1840, -0.3446, 0.0660], [0.0205, 1.8344, -0.8713], [-0.2308, -2.4001, 0.4159], [-1.4415, -0.5897, 1.1791], [1.5593, 1.0289, -0.6567], [0.0877, -0.4742, -0.6396]],
  "lowdin_charge": [-0.29, 0.03, 0.10, -0.41, 0.09, 0.07, 0.10, -0.08, -0.50, 0.92, -0.03]
}

=====

# 2
{
  "formula": "CHBr3O6S3",
  "method": "ωB97M-V/def2-TZVPD",
  "lumo_ha": -0.0388,
  "de_lowest_kj_mol": 0.0,
  "molar_mass_da": 444.93,
  "multiplicity": 1,
  "homo_lumo_gap_ev": 10.3,
  "symbols": ["O", "S", "O", "O", "O", "S", "H", "Br", "O", "Br", "O", "Br", "C", "S"],
  "positions_angstrom": [[-0.41050, -1.55688, -1.41516], [-0.66343, -1.01028, 1.01248], [-1.24800, 1.97016, 1.05319], [-1.19176, 1.26057, -1.39281], [-2.02164, -0.71324, 0.70737], [0.65512, -0.67271, -1.31710], [1.23596, 0.17091, 0.99546], [0.84133, 3.18695, -0.37872], [-0.08895, -2.30674, 0.98014], [-0.33662, -0.36263, 3.01819], [0.96304, 0.08331, -2.46076], [2.39074, -1.76318, -0.90625], [0.46404, 0.13617, 0.28064], [-0.58934, 1.57759, -0.17667]],
  "atomic_forces_ev_per_a": [[-2.4520, -1.5338, -0.3286], [-1.8429, -1.3321, 1.7410], [0.1567, -0.5569, -1.7419], [-1.1057, -0.1304, -1.3029], [0.4096, -0.3045, -0.3303], [2.0278, -0.0500, -1.6160], [1.4112, 0.7829, 0.1654], [0.5487, 0.0900, -0.5251], [0.0417, -0.3030, 0.1271], [0.0691, 0.4196, 1.5183], [0.6494, 1.6869, -0.3473], [1.7927, -1.0650, 0.4455], [-2.1101, 0.4255, -2.3769], [0.4038, 1.8709, 4.5718]],
  "lowdin_charge": [-0.31, 0.21, -0.39, -0.28, -0.30, 0.15, 0.05, 0.59, -0.35, 0.65, -0.31, 0.67, -0.63, 0.25]
}

=====

# 3
{
  "formula": "C48H63AsN2P2Tl",
  "method": "ωB97M-V/def2-TZVPD",
  "lumo_ha": 0.0907,
  "molar_mass_da": 1009.30,
  "multiplicity": 1,
  "total_charge": -1,
  "homo_lumo_gap_ev": 6.3,
  "symbols": ["C", "H", "C", "C", "C", "H", "H", "H", "C", "H", "H", "H", "H", "H", "C", "C", "C", "C", "C", "As", "H", "H", "Tl", "C", "H", "C", "H", "H", "H", "H", "C", "H", "H", "C", "P", "C", "C", "C", "H", "H", "H", "H", "N", "H", "C", "C", "C", "H", "H", "H", "H", "H", "H", "C", "H", "C", "H", "H", "H", "N", "C", "H", "C", "C", "C", "H", "H", "C", "C", "C", "H", "H", "H", "H", "H", "C", "C", "H", "C", "H", "C", "H", "C", "C", "C", "H", "C", "C", "H", "H", "C", "C", "H", "H", "H", "H", "H", "C", "H", "C", "H", "H", "H", "H", "H", "H", "C", "H", "C", "C", "C", "H", "C", "P", "C", "H", "H"],
  "positions_angstrom": [[-0.09565, -0.97885, 4.05146], [5.28790, -3.93102, -3.61146], [-0.78193, 3.49988, 1.08919], [1.71940, -3.80378, 3.97119], [-3.98042, -1.28079, -2.07494], [4.23164, -0.58866, 5.41970], [3.78466, 0.73598, -1.06123], [-0.79571, -0.53781, 6.02969], [-5.23204, 4.39849, 1.54213], [-5.36099, 6.20492, 2.70070], [2.37454, -5.35065, 0.51318], [-0.42412, 3.42130, -2.88106], [1.84117, -5.80911, 4.73386], [0.89926, -0.30934, -4.95264], [3.64599, -2.74297, -2.90069], [3.02743, 1.31111, -1.60244], [-1.54289, 1.58851, -2.79031], [-0.79324, 2.71424, -2.13586], [3.53786, 0.25312, -3.80308], [-2.52487, 0.74376, -0.05545], [-3.27297, 0.55401, 2.63590], [4.72327, 0.46826, 3.28394], [-0.12688, -1.40632, 0.35800], [-1.81988, 0.15750, -6.31433], [4.38311, -0.28432, -3.37417], [1.80259, -2.96017, 2.86353], [-4.53900, 3.68277, 3.43760], [-1.57141, -0.88263, -6.53188], [-0.81535, -3.02667, 3.80608], [-3.23714, 1.86869, 3.82925], [4.22715, -3.73083, -0.40042], [-1.02549, 0.79293, -6.70534], [0.90413, -0.12509, 5.80246], [2.22669, -4.90404, 1.48780], [1.60887, -1.01108, -1.95901], [-4.47961, 3.10973, -0.38247], [2.85859, -2.32885, -1.82422], [-3.01268, 1.60352, 2.79603], [2.21112, -6.78775, 2.48018], [1.62277, 1.02537, -3.20159], [4.48810, -4.08590, 0.58758], [-5.45842, 3.48020, -2.24920], [-0.81202, 1.09450, 0.44447], [-1.78503, 3.67875, 0.73213], [-0.07793, 4.54789, 1.65923], [3.39653, -1.15762, 4.99925], [-1.36448, 1.39173, -4.15564], [2.68369, -1.34582, 5.80017], [3.78497, -2.11619, 4.65265], [2.37811, 0.56912, 4.19157], [2.24987, 1.60212, -0.89892], [1.75560, 5.19852, 2.59226], [-6.79153, 5.18122, 2.80264], [-2.39385, 0.74431, -2.05741], [1.53888, 1.07520, 1.41346], [-2.84215, -0.46677, -4.10828], [-0.86174, -3.32725, -3.59339], [-4.72028, 1.88002, -2.13793], [0.05870, 2.32052, -1.57774], [2.23277, -2.65200, 0.50624], [-3.03995, -0.29910, -2.73929], [-3.96096, -1.19755, -0.99185], [0.02460, -3.05195, -3.01458], [1.78422, 3.11094, 2.04769], [4.69872, -3.62649, -2.75520], [-1.93554, 1.70000, 2.64145], [2.78865, 2.95135, 2.42823], [5.01337, -4.07630, -1.47315], [-5.21282, 4.15511, 0.18024], [2.45421, 0.47119, -2.74977], [5.88226, -4.70645, -1.31723], [-3.70988, 3.29344, -2.39867], [-0.46849, -0.00416, 3.71454], [-0.70881, 2.06226, -4.70359], [-0.19181, -3.24260, -1.96102], [1.21042, 4.37614, 2.14597], [-0.22464, 2.20188, 0.97224], [-1.41331, 3.24972, -1.41900], [-6.01400, 5.54436, 2.12707], [-5.00766, -1.11058, -2.40896], [0.37675, -1.58357, -3.26063], [-1.65248, -1.85152, 2.79255], [-3.76967, 2.49020, 1.83979], [1.89949, -5.17012, 3.86146], [2.13284, -3.49230, 1.58305], [-0.50892, -0.98038, -3.02815], [-4.59507, 2.92730, -1.87642], [3.06381, -2.91892, -0.53467], [0.41202, -1.81693, 6.00515], [4.29122, -1.00258, 2.39287], [2.79649, -0.37766, 3.83291], [3.89838, -0.07165, 2.81078], [1.49380, -3.38408, 4.94325], [1.59090, -1.94617, -5.02839], [3.43150, -2.36148, -3.88973], [-1.99072, -1.91984, 4.52090], [-3.35533, -1.27808, -4.61810], [0.71795, -1.36177, -4.73080], [3.17761, -0.29012, -4.67536], [0.13701, -0.86005, 5.55780], [-3.70824, -2.29912, -2.35796], [-2.74329, 0.39434, -6.84814], [-6.49067, 6.13277, 1.34301], [3.89577, 1.23050, -4.14091], [3.49835, 2.21851, -1.99142], [-5.79136, 4.79745, -0.47737], [-2.00533, 0.36544, -4.83424], [0.85474, -3.69828, -3.30616], [1.09408, 2.06037, 1.48115], [-3.70366, 2.28608, 0.44492], [-4.51883, 3.53382, 2.36212], [-0.54412, 5.52542, 1.72814], [2.12348, -5.71283, 2.59681], [1.38920, -1.18612, 2.89056], [-1.19969, -2.00901, 3.77052], [3.51627, 0.53060, 1.98658], [-0.12853, -1.68732, -5.34341]],
  "atomic_forces_ev_per_a": [[0.1467, -0.0660, -0.0333], [-0.0163, 0.0175, 0.0012], [-0.0534, -0.0797, -0.0972], [-0.0626, -0.0733, -0.0441], [0.0156, 0.1210, -0.0374], [0.0040, -0.0129, 0.0183], [0.0023, 0.0385, 0.0362], [0.0134, 0.0019, 0.0375], [0.0013, -0.0106, 0.0255], [-0.0225, 0.0172, 0.0065], [0.0503, 0.0294, -0.0160], [-0.0352, 0.0012, -0.0171], [-0.0213, 0.0203, 0.0007], [0.0176, -0.0342, -0.0354], [0.0172, -0.0439, 0.0340], [-0.0672, -0.0267, -0.1353], [0.1068, 0.1370, 0.1124], [0.0598, -0.0678, -0.0888], [-0.1275, 0.0652, 0.0280], [-0.2205, 0.2186, -0.1198], [0.0272, -0.0289, 0.0461], [0.0138, -0.0176, -0.0008], [-0.0927, -0.0762, -0.0459], [-0.1449, 0.0522, 0.0573], [0.0311, -0.0060, -0.0386], [-0.0228, 0.1530, -0.1634], [0.0196, -0.0194, 0.0008], [-0.0416, 0.0817, -0.0725], [0.0040, -0.0919, 0.0083], [-0.0305, -0.0001, -0.0014], [0.0118, -0.0226, 0.0313], [0.0139, -0.0227, -0.0208], [-0.0393, -0.0159, 0.0222], [0.0246, 0.0240, 0.0336], [-0.0531, -0.0393, -0.6501], [0.0125, -0.0765, -0.0517], [-0.0688, 0.1198, 0.1978], [0.0134, 0.0410, -0.0416], [-0.0033, 0.0051, -0.0071], [-0.0471, -0.0160, 0.0215], [-0.0073, -0.0360, 0.0084], [0.0143, 0.0070, -0.0030], [-0.0715, -0.0834, -0.0225], [0.0309, 0.0558, -0.0182], [0.1368, 0.0236, 0.0762], [-0.0342, 0.0368, -0.0229], [-0.0675, -0.0295, 0.0067], [0.0314, -0.0479, -0.0219], [0.0090, -0.0106, 0.0147], [-0.0106, 0.0154, -0.0298], [0.0075, 0.0165, 0.0903], [-0.0201, 0.0062, -0.0070], [-0.0069, 0.0290, 0.0040], [0.0574, -0.0496, 0.0834], [0.0179, 0.0633, -0.0261], [0.0542, 0.0759, -0.0614], [0.0102, -0.0077, -0.0349], [0.0051, -0.0314, -0.0829], [-0.0425, 0.0704, 0.0236], [0.2237, -0.0516, -0.1030], [-0.1127, -0.0546, 0.0543], [-0.0018, -0.0923, 0.0033], [0.0058, 0.1246, 0.0703], [0.0145, 0.0596, 0.0362], [0.1201, -0.0539, -0.1471], [-0.0744, -0.0416, 0.0748], [0.0053, -0.0595, -0.0355], [-0.0949, 0.0442, 0.0046], [-0.0374, 0.0261, 0.0379], [-0.0209, -0.0928, 0.3284], [-0.0039, -0.0061, 0.0133], [0.0283, -0.0583, -0.0264], [0.0094, 0.0318, -0.0168], [0.0227, 0.0033, 0.0130], [0.0057, -0.0508, -0.0157], [0.0246, 0.0587, 0.0356], [0.0266, 0.0677, 0.0691], [0.0071, 0.0221, 0.0204], [0.0289, -0.0518, -0.0226], [0.0053, 0.0188, -0.0009], [0.1596, -0.0026, 0.1664], [-0.0092, -0.0544, -0.0420], [0.0637, -0.1056, 0.0558], [-0.0041, -0.0713, 0.0783], [0.0484, 0.0244, -0.0420], [0.1068, -0.0548, -0.0156], [0.0408, 0.0364, 0.0885], [-0.0606, -0.0366, 0.1103], [0.0304, 0.0002, 0.0186], [0.0091, 0.0196, -0.0313], [0.0289, -0.0312, -0.3376], [-0.0944, 0.0167, 0.0380], [-0.0046, 0.0461, 0.0090], [0.0001, -0.0029, -0.0350], [-0.0137, 0.0354, 0.0216], [0.0018, 0.0498, -0.0155], [0.0055, -0.0197, 0.0207], [0.0018, -0.0767, 0.1157], [0.0645, -0.0226, 0.0055], [0.0107, -0.0003, -0.0639], [-0.0221, -0.0267, 0.0499], [0.0296, 0.0199, -0.0462], [-0.0104, 0.0108, 0.0150], [0.0261, -0.0092, -0.0195], [0.0268, -0.0071, 0.0247], [0.0005, -0.0148, -0.0088], [-0.1485, -0.0327, -0.0748], [-0.0168, -0.0339, 0.0039], [-0.0488, -0.0282, -0.0636], [0.1020, 0.0587, -0.0080], [-0.0340, 0.0315, -0.0465], [-0.0577, -0.0264, -0.0291], [0.0104, -0.0049, -0.0098], [-0.2951, -0.0573, 0.7073], [0.1018, 0.1747, -0.0277], [0.0660, -0.0096, -0.0379], [0.1525, -0.0379, 0.0549]],
  "lowdin_charge": [-0.53, 0.08, -0.08, -0.13, -0.08, 0.07, 0.08, 0.07, -0.28, 0.08, 0.11, 0.08, 0.09, 0.06, -0.13, -0.13, -0.28, -0.05, -0.12, 1.22, 0.06, 0.07, 0.61, -0.06, 0.07, -0.32, 0.11, 0.06, 0.06, 0.08, -0.05, 0.08, 0.06, -0.05, 1.02, -0.27, -0.30, -0.09, 0.09, 0.09, 0.10, 0.07, -0.35, 0.08, -0.11, -0.12, -0.03, 0.05, 0.07, 0.10, 0.04, 0.08, 0.08, -0.30, 0.03, -0.04, 0.08, 0.07, 0.07, -0.08, -0.31, 0.01, -0.12, -0.12, -0.13, 0.05, 0.09, -0.11, -0.03, -0.53, 0.09, 0.08, 0.08, 0.11, 0.03, -0.14, -0.45, 0.06, -0.06, 0.08, -0.54, 0.01, -0.30, -0.12, -0.35, 0.06, -0.05, -0.31, 0.06, 0.08, -0.53, -0.13, 0.09, 0.07, 0.08, 0.07, 0.12, -0.11, 0.05, -0.13, 0.08, 0.08, 0.07, 0.07, 0.08, 0.11, -0.30, 0.07, -0.09, -0.28, -0.03, 0.09, -0.10, 1.01, -0.13, 0.05, 0.06]
}